22
Properties=species:S:1:pos:R:3 method="wB97M-V/def2-TZVPD" homo_lumo_gap_ev="6.973 / 9.127" de_lowest_kcal_mol=122.3 multiplicity=1 lumo_energy_ev="-0.7 / -0.3" e_homo_ha="-0.28051 / -0.34487"
H 0.245 2.494 0.704
C -1.498 1.306 -1.205
C -1.575 -1.801 -0.440
H -1.669 -0.432 2.474
H -2.596 1.361 -1.205
H -2.427 -2.342 0.180
C -2.074 0.227 1.662
H 3.292 1.212 -0.826
C 0.722 -0.228 0.650
H 3.519 -1.624 0.302
C 3.258 -0.499 0.417
C 1.856 -0.033 0.132
C 2.943 0.206 -0.813
H -3.109 0.157 1.411
H -1.915 -1.855 -1.520
H 3.900 0.135 1.013
H -1.840 1.181 2.075
H 2.834 -0.305 -1.760
H -1.136 2.232 -0.930
H -0.921 1.096 -2.021
H -0.733 -2.447 -0.381
Si -1.074 -0.040 0.079

---

38
Properties=species:S:1:pos:R:3 method="wB97M-V/def2-TZVPD" homo_lumo_gap_ev=10.588 de_lowest_kcal_mol=6.0 total_charge=-1 multiplicity=1 lumo_energy_ev=2.7 e_homo_ha=-0.29051
O -8.098 -26.478 -21.611
H -10.208 -31.860 -26.977
O -10.355 -25.086 -27.356
O -11.615 -29.836 -24.905
O -3.864 -26.994 -25.622
H -7.287 -26.945 -21.388
F -8.830 -28.125 -25.419
H -3.943 -26.454 -26.413
H -12.161 -29.371 -25.546
H -9.733 -29.040 -27.877
F -9.210 -26.052 -24.514
H -7.454 -24.740 -24.497
O -11.851 -26.793 -24.327
O -5.992 -28.549 -26.658
H -6.398 -29.287 -27.125
O -9.003 -29.028 -22.698
F -7.084 -26.996 -24.519
H -9.542 -25.475 -26.994
H -6.644 -28.316 -25.978
H -9.934 -30.592 -26.177
O -6.432 -26.797 -29.099
H -10.242 -27.599 -27.763
H -11.202 -29.131 -24.392
B -8.291 -26.834 -25.222
H -10.976 -26.574 -23.977
H -6.325 -27.750 -29.083
H -8.395 -28.576 -22.117
O -9.837 -30.979 -27.060
H -6.169 -23.940 -24.393
H -10.720 -24.578 -26.627
H -6.961 -26.607 -28.317
O -7.109 -23.892 -24.194
H -12.455 -26.195 -23.879
H -4.496 -27.713 -25.777
F -8.035 -26.209 -26.457
H -7.869 -25.974 -22.402
H -8.924 -28.557 -23.537
O -10.189 -28.346 -28.370

---

13
Properties=species:S:1:pos:R:3 method="wB97M-V/def2-TZVPD" homo_lumo_gap_ev="6.574 / 7.479" total_charge=-1 multiplicity=3 lumo_energy_ev="2.6 / 3.1" s2=2.310 e_homo_ha="-0.14745 / -0.16115"
O 3.612 -0.767 -0.541
O 0.299 -0.091 -1.299
O 2.778 0.023 0.908
S -0.840 0.559 -0.539
F -1.855 -1.878 -0.264
F -2.406 -0.489 1.294
H 3.566 -1.728 -0.524
F -0.425 -1.342 1.259
O -2.022 0.838 -1.361
C -1.416 -0.886 0.503
Ni 2.074 0.332 -0.798
S 1.220 1.911 0.872
N -0.452 1.698 0.431